Entry 1:
ORCA calculation (the ωB97M-V functional and the def2-TZVPD basis) on C11H16N5NaO2S2 as an isolated structure.

## Properties
LUMO, eV: -0.123
Frontier orbital gap, eV: 8.1
Total energy, hartree: -1811.78143
Largest force on an atom, eV Å⁻¹: 2.89
ΔE to the lowest compared entry with this formula, charge and spin, kcal per mole: 0.0

Structure (XYZ):
```
37
Properties=species:S:1:pos:R:3:forces:R:3
Na -0.0307 -0.5770 0.3608 0.241 0.668 -0.161
N -0.7529 -1.6150 2.3249 -0.103 -0.911 0.758
N -2.0104 -1.0448 2.1428 -1.886 1.461 -0.504
C -3.1855 -1.7405 2.3611 0.419 0.608 -0.430
N -4.2981 -1.2024 1.8548 -0.468 -0.025 0.333
S -3.2333 -3.1875 3.1423 0.434 -1.069 0.538
H -0.9578 -2.6269 2.2406 0.362 0.316 -0.068
H -0.5349 -1.5347 3.3188 0.211 0.034 -0.029
H -2.0724 -0.0539 1.8139 -0.051 -1.206 0.093
H -4.2339 -0.3985 1.2575 0.056 0.625 -0.514
H -5.1986 -1.6394 2.0531 0.827 0.209 -0.074
N -1.2305 -1.8645 -1.1337 0.051 -0.274 -0.191
C -1.6269 -1.0183 -2.2713 0.135 -1.859 -1.600
C -2.6571 -0.0141 -1.9892 0.659 2.594 1.041
C -2.3244 0.7979 -0.6633 -2.534 -0.458 -0.663
O -1.2752 1.4060 -0.5394 2.879 0.212 -0.189
O -3.2404 0.8145 0.1906 -0.490 -0.506 0.442
H -0.7008 -2.6533 -1.5019 -0.043 0.146 0.096
H -2.0594 -2.2785 -0.7419 -0.418 -0.170 0.330
H -1.9742 -1.6542 -3.1237 0.106 0.257 0.475
H -0.7391 -0.5691 -2.6454 0.873 0.678 -0.186
H -3.6206 -0.4139 -1.8204 -1.051 -0.584 -0.054
H -2.6916 0.7391 -2.8148 -0.062 -0.665 0.532
S 4.9044 -0.4504 0.5456 0.004 0.003 0.250
C 3.2637 -0.9292 0.6662 0.355 -0.976 0.272
N 2.3708 -0.1052 0.2709 -0.918 -0.534 0.096
C 2.9578 1.0619 -0.1542 -0.945 -0.168 0.092
C 2.2684 2.1572 -0.6482 1.693 1.576 -0.367
C 3.0242 3.2795 -0.9659 -0.285 -0.200 -1.014
C 4.4118 3.3014 -0.7707 0.199 -0.020 0.279
C 5.0721 2.2202 -0.2540 0.136 -0.877 -0.241
C 4.3257 1.0572 -0.0257 1.478 1.237 0.127
H 3.0664 -1.9034 1.0758 -0.301 -0.246 -0.016
H 1.2459 2.2451 -0.8723 -1.378 -0.646 0.104
H 2.5236 4.0495 -1.5702 0.336 -0.015 0.743
H 5.0623 4.1189 -1.0026 -0.268 0.736 -0.282
H 6.1514 2.2263 -0.1108 -0.254 0.051 -0.021
```
Positions in Å, forces in eV/Å.

Results of the Löwdin charge analysis, in e, for atoms 1 through 4: 0.406, -0.020, -0.108, -0.956

---

Entry 2:
ORCA calculation (the ωB97M-V functional and the def2-TZVPD basis) on C31H38BiN4 as an isolated structure.

## Properties
LUMO (alpha / beta), eV: 2.555 / 2.593
Frontier orbital gap (alpha / beta), eV: 3.8 / 3.4
Total energy, hartree: -1637.22333
Net charge: -1
Largest force on an atom, eV Å⁻¹: 4.91

Structure (XYZ):
```
74
Properties=species:S:1:pos:R:3:forces:R:3
Bi -0.2918 0.3734 -0.0327 -2.666 0.816 0.503
N -1.3722 -1.2993 1.0287 -2.031 2.223 -1.165
N -0.2827 -2.4119 -1.3007 0.236 2.435 -3.818
C 2.1606 0.9454 -0.1996 -1.108 -0.681 1.615
C 2.2804 -0.4490 0.2935 -0.207 1.935 0.880
C 1.7980 -0.4820 1.6226 -0.485 1.625 0.068
C 1.7145 -1.7220 2.4992 -0.793 1.041 0.603
H 1.6753 -2.6383 1.9562 0.649 -0.689 -0.612
H 0.7985 -1.7963 3.1568 2.002 0.004 -1.296
H 2.5095 -1.6281 3.2008 1.241 -0.589 0.535
C 1.3024 0.9098 1.9806 0.916 -1.286 -0.339
C 0.6128 1.3279 3.2778 0.596 -0.683 0.137
H 1.3960 1.5572 3.9472 0.903 1.315 1.044
H 0.0401 0.5191 3.8230 1.677 2.148 -1.017
H -0.1332 2.0875 3.1591 -0.045 1.074 -0.172
C 1.5077 1.7555 0.8606 2.582 -1.520 0.244
C 1.1663 3.2145 0.7556 0.607 -1.047 0.183
H 0.3261 3.4730 1.3837 -0.242 0.158 0.179
H 0.9715 3.5082 -0.2650 -0.085 0.192 -0.356
H 2.0646 3.6888 1.1170 0.148 0.937 0.097
C 2.8328 -1.6295 -0.4714 0.231 1.102 0.722
H 3.8891 -1.6584 -0.1992 0.213 -0.431 -0.305
H 2.7416 -1.4827 -1.5397 -0.002 -0.044 -0.366
H 2.3530 -2.5536 -0.1792 -0.162 -0.208 0.045
C 2.6423 1.4754 -1.5090 0.127 0.085 0.739
H 1.9322 2.1430 -1.9967 -0.002 0.075 -0.087
H 2.8976 0.6695 -2.1821 0.134 -0.107 -0.185
H 3.5381 2.0286 -1.2506 0.485 0.384 -0.587
C -1.8054 -0.5742 2.2340 2.474 -2.911 1.049
H -2.0681 0.5051 2.1129 -0.266 -0.996 -0.241
C -2.4409 -1.4374 3.2739 -1.369 -0.055 0.884
H -3.0717 -0.9101 3.9502 -1.033 -0.442 0.450
C -2.2036 -2.7958 3.1493 -1.367 -0.422 -0.057
H -2.5637 -3.4246 3.9434 -0.111 -0.358 0.169
C -1.4737 -3.3371 2.1047 0.430 -1.711 0.393
H -1.2742 -4.3867 2.0456 -0.011 -0.635 0.351
C -1.0124 -2.6026 1.0412 -0.636 2.444 -1.072
C -0.3362 -3.0567 -0.1193 -0.101 -2.151 2.280
H -0.2768 -4.1271 -0.1830 0.216 -0.355 -0.359
C -0.1918 -1.0844 -1.5513 -0.238 0.216 3.649
C -0.3204 -2.9379 -2.6032 -0.173 -0.624 2.430
H -0.3943 -3.9654 -2.6727 -0.107 -1.799 -0.654
C -0.3367 -1.9518 -3.4704 0.072 1.757 -1.913
H -0.4169 -1.9240 -4.5094 -0.026 -0.423 -1.446
N -0.2605 -0.7365 -2.8103 -0.168 -2.019 -2.110
C -0.4841 0.5667 -3.3481 0.395 0.121 -0.659
C 0.5061 1.1359 -4.1734 -0.443 0.242 0.216
C 0.2766 2.4236 -4.6854 -0.306 -0.174 0.127
H 1.0450 2.8872 -5.3083 -0.177 -0.093 0.166
C -0.9149 3.1096 -4.4307 0.267 -0.072 0.016
C -1.1262 4.5165 -4.9423 0.002 -0.014 -0.026
H -1.0045 5.2531 -4.1414 0.011 -0.110 -0.022
H -2.1346 4.6491 -5.3456 0.081 -0.063 0.035
H -0.4115 4.7689 -5.7297 -0.044 -0.060 0.065
C -1.9135 2.4748 -3.6880 0.151 -0.553 0.114
H -2.8707 2.9699 -3.5206 0.210 -0.077 -0.036
C -1.7261 1.1892 -3.1597 0.003 0.338 -0.199
C -2.8558 0.4528 -2.5043 -0.609 -0.063 0.337
H -3.2958 -0.2906 -3.1838 0.162 0.118 -0.059
H -3.6638 1.1433 -2.2171 0.302 -0.156 -0.106
H -2.5558 -0.0882 -1.5928 -0.051 0.218 -0.325
C 1.7502 0.3848 -4.5569 0.494 -0.085 -0.096
H 1.6277 -0.1066 -5.5321 -0.080 0.076 0.135
H 2.0162 -0.4005 -3.8402 -0.153 0.222 -0.121
H 2.6162 1.0601 -4.6552 -0.351 -0.158 0.090
C -1.4569 -0.8698 6.6229 0.963 -0.355 -1.374
C -0.2882 -1.2979 5.6005 -0.986 -1.426 0.784
C -0.7005 -1.2138 4.1802 -2.875 2.021 -3.436
N -0.5275 -0.6892 2.9543 0.344 -1.214 3.925
H -1.8309 0.0915 6.2816 -0.255 0.046 0.040
H -1.0343 -0.7411 7.6095 0.143 -0.049 0.375
H -2.2523 -1.6091 6.6538 -0.118 0.014 -0.077
H 0.5080 -0.6230 5.8538 0.809 0.487 -0.333
H 0.0777 -2.3259 5.9270 -0.399 1.039 -0.644
```
Positions in Å, forces in eV/Å.

Results of the Löwdin charge analysis, in e, for atoms 1 through 4: 1.795, -0.127, -0.052, -0.351

---

Entry 3:
ORCA calculation (the ωB97M-V functional and the def2-TZVPD basis) on an isolated ion of composition C9H11F4IN3 and charge +1.

## Properties
LUMO, eV: -5.754
Frontier orbital gap, eV: 7.7
SMILES string: CCCNc1c(C(F)(F)C(F)F)ccn[n+]1I
Total energy, hartree: -1210.50706
Net charge: +1
Largest force on an atom, eV Å⁻¹: 5.90

Structure (XYZ):
```
28
Properties=species:S:1:pos:R:3:forces:R:3
C 1.7949 -0.1580 2.3241 0.655 1.052 0.207
C 0.7905 1.0622 2.6591 -0.448 -1.226 0.396
C -0.6707 0.8009 2.0211 0.277 0.428 2.054
N -0.8321 1.3055 0.6228 -1.080 -2.142 -1.355
C -1.3146 0.2461 -0.3005 1.855 1.854 0.938
C -0.2279 -0.3868 -1.1833 -4.502 -2.715 -0.749
C 1.3170 -0.0204 -1.2298 1.091 0.118 -1.262
F 2.0868 -1.0503 -0.5944 -1.753 2.390 -0.906
F 1.6446 1.2732 -0.7976 -0.747 -3.062 -0.293
C 1.7639 -0.0905 -2.7918 0.083 1.403 -0.075
F 0.8569 0.7965 -3.4716 2.050 -1.573 1.167
F 3.1080 0.3650 -2.9348 -3.484 -1.118 0.323
C -0.8274 -1.5338 -2.0857 -1.377 3.910 4.193
C -2.3444 -1.6901 -1.8266 0.948 -0.402 -0.665
N -3.2243 -0.9968 -1.0012 2.816 -1.288 -1.802
N -2.7061 -0.0349 -0.2429 3.290 -0.894 -1.651
I -4.0889 0.9563 0.9745 0.530 -0.252 -0.398
H 2.5323 0.1888 1.5168 -1.136 -0.854 1.122
H 1.2486 -1.1109 2.0186 0.723 1.322 0.336
H 2.4163 -0.3832 3.2604 -0.891 0.229 -1.416
H 0.6460 1.0345 3.8038 0.069 0.297 -1.796
H 1.2125 2.0867 2.3676 -0.697 -1.564 0.321
H -0.9234 -0.3161 2.0763 0.460 1.510 -0.126
H -1.4200 1.3250 2.7291 0.980 -0.755 -1.308
H -1.4096 2.1501 0.5494 0.273 -0.478 0.089
H 1.6119 -1.1277 -3.2297 0.685 1.418 0.450
H -0.2048 -2.1536 -2.8032 -1.262 0.768 1.035
H -2.8360 -2.5376 -2.4306 0.590 1.624 1.171
```
Positions in Å, forces in eV/Å.

Results of the Löwdin charge analysis, in e, for atoms 1 through 4: -0.121, -0.207, -0.249, -0.033

---

Entry 4:
ORCA calculation (the ωB97M-V functional and the def2-TZVPD basis) on a single C3H4Cl2O molecule.

## Properties
LUMO, eV: 0.714
Frontier orbital gap, eV: 10.3
SMILES string: OC/C(Cl)=C\Cl
Total energy, hartree: -1112.29038
Largest force on an atom, eV Å⁻¹: 3.31
ΔE to the lowest compared entry with this formula, charge and spin, kcal per mole: 30.3

Structure (XYZ):
```
10
Properties=species:S:1:pos:R:3:forces:R:3
C -1.0031 -0.9391 0.3294 0.156 -1.699 -2.744
C 0.2908 -0.4572 -0.3062 -0.163 2.618 2.012
C 0.9275 0.6052 0.2335 -0.854 -0.365 0.527
H -2.0421 0.2787 -0.8749 -0.009 -0.592 1.162
H -1.0585 -2.0160 -0.0915 -0.871 1.503 0.449
H -0.9454 -1.0653 1.3733 0.224 0.272 1.234
H 1.7566 1.1574 -0.1724 0.145 -0.182 -0.194
O -2.1064 -0.0559 0.0550 0.688 -0.441 -0.968
Cl 0.6951 -0.9694 -1.8803 0.181 -0.395 -0.392
Cl 0.3548 1.3718 1.7500 0.503 -0.719 -1.086
```
Positions in Å, forces in eV/Å.

Results of the Löwdin charge analysis, in e, for atoms 1 through 4: -0.313, -0.774, -0.501, 0.110

---

Entry 5:
ORCA calculation (the ωB97M-V functional and the def2-TZVPD basis) on C5H13NO6PS2 as an isolated structure.

## Properties
LUMO, eV: 2.701
Frontier orbital gap, eV: 8.3
Total energy, hartree: -1842.26202
Net charge: -1
Largest force on an atom, eV Å⁻¹: 5.82

Structure (XYZ):
```
28
Properties=species:S:1:pos:R:3:forces:R:3
C 2.4650 -1.2804 1.2915 0.176 0.379 -0.732
C 1.6550 -1.3143 -0.0512 -0.645 -1.168 1.100
C 0.9075 -2.7207 -0.1133 0.220 0.652 -0.175
C 0.5979 -0.1662 -0.1633 0.895 -0.024 -1.344
C 1.3015 1.2033 -0.4722 0.005 -0.861 0.452
S 0.4928 2.6352 0.3719 1.677 3.838 1.993
O 0.6095 3.8805 -0.4474 -0.686 -2.895 0.452
O 1.3163 2.8406 1.6144 -1.728 -1.500 -1.706
N -1.0754 2.2971 0.9148 0.543 -1.043 -2.942
S -2.1775 2.0687 -0.3369 -2.312 5.309 0.616
O -1.7590 2.5617 -1.6771 0.239 -2.099 1.680
O -3.4464 2.7684 0.0692 2.077 -1.876 -0.083
P -2.7528 -0.0181 -0.5511 0.007 -2.281 -0.934
O -4.0467 0.0604 -1.6343 0.471 0.804 1.691
O -3.4179 -0.5468 0.9029 -0.048 1.401 -1.086
H 1.8187 -0.9988 2.1509 0.389 -0.168 -0.550
H 3.2925 -0.5421 1.1913 -0.503 -0.451 0.418
H 2.8979 -2.2888 1.4699 -0.111 0.715 -0.013
H 2.3660 -1.3128 -0.9006 -0.351 0.382 0.379
H 1.2366 -3.2820 -1.0151 -0.513 0.316 0.468
H 1.1476 -3.3563 0.7611 -0.195 0.389 -0.378
H -0.1826 -2.5203 -0.1312 0.512 -0.466 -0.148
H -0.0670 -0.1161 0.7220 0.573 -0.026 -0.334
H -0.0323 -0.4175 -1.0430 0.188 0.203 0.671
H 2.3219 1.1281 -0.0359 -0.730 0.636 -0.043
H 1.4477 1.3782 -1.5558 -0.559 0.098 0.603
H -3.8694 -0.5204 -2.3738 0.292 -0.142 -0.092
H -3.0473 -1.4207 1.0424 0.116 -0.119 0.039
```
Positions in Å, forces in eV/Å.

Results of the Löwdin charge analysis, in e, for atoms 1 through 4: -0.089, -0.402, -0.082, -0.263

---

Entry 6:
ORCA calculation (the ωB97M-V functional and the def2-TZVPD basis) on an isolated ion of composition C2H4NO3S and charge -1.

## Properties
LUMO, eV: 3.860
Frontier orbital gap, eV: 8.5
SMILES string: C/C=N/S(=O)(=O)[O-]
Total energy, hartree: -757.27654
Net charge: -1
Largest force on an atom, eV Å⁻¹: 4.01
ΔE to the lowest compared entry with this formula, charge and spin, kcal per mole: 28.4

Structure (XYZ):
```
11
Properties=species:S:1:pos:R:3:forces:R:3
C 0.2074 -0.4406 0.2659 -1.015 -0.343 -0.306
C 1.2590 -1.0982 1.0311 0.301 -3.560 1.813
N -0.5235 0.4645 0.7174 -1.409 1.902 -1.362
O -0.2534 2.2718 -1.3061 -0.698 -1.024 0.197
O -2.6249 2.0018 -0.9668 -0.577 -0.190 1.142
O -1.3859 0.1199 -1.8060 -0.194 -1.098 -1.397
S -1.3547 1.3271 -1.0455 2.502 1.040 1.329
H 0.1373 -0.7822 -0.7424 -0.176 -0.081 -0.977
H 0.9419 -1.9207 1.8811 0.279 1.624 -2.362
H 1.6177 -0.3376 1.6606 1.505 0.899 0.655
H 1.9791 -1.6058 0.3106 -0.516 0.831 1.268
```
Positions in Å, forces in eV/Å.

Results of the Löwdin charge analysis, in e, for atoms 1 through 4: -0.444, -0.129, 0.016, -0.407